# 1
Here is a cluster of 2 separate species, C2H3F3IN in total at a distorted geometry from the Open Molecules 2025 dataset. Energies are from wB97M-V/def2-TZVPD.

Last column: Löwdin charge in e.
Geometry (Å):
C -0.222 -0.561 -0.131  -0.7668
C -0.318 1.016 -0.130  -0.7194
N 0.745 -0.960 0.723  -0.0067
F -0.847 1.617 -1.145  0.1410
F -0.909 1.631 0.947  0.0841
F 0.968 1.518 -0.082  0.0622
I -2.196 -1.528 -0.079  0.7577
H 0.333 -0.480 -1.902  0.1913
H 1.085 -2.009 0.761  0.1713
H 1.361 -0.244 1.039  0.0855

The calculated total energy comes out at -19862.82830 eV. The spin multiplicity is 1. As for the net charge: 0. The relative energy (zero: lowest compared OMol25 entry of this formula, charge and spin) comes out at 76.5 kcal per mole.

# 2
Here is an isolated molecule of C2H3F3N2 at a distorted geometry from the Open Molecules 2025 dataset. Energies are from wB97M-V/def2-TZVPD.

Last column: Löwdin charge in e.
Geometry (Å):
F -1.955 0.300 0.051  0.1141
C -0.906 0.308 -0.818  -0.6073
F -0.873 1.535 -1.424  0.1238
F -1.388 -0.487 -1.783  0.1269
N 0.381 -0.141 -0.361  -0.0467
C 0.826 0.239 0.972  -0.0683
N 0.575 -1.161 0.588  0.0543
H 0.067 0.556 1.624  0.1044
H 1.853 0.460 0.821  0.1097
H 1.421 -1.609 0.331  0.0892

The calculated total energy comes out at -13253.11967 eV. The spin multiplicity is 1. As for the net charge: 0. Its SMILES is FC(F)(F)N1CN1. The relative energy (zero: lowest compared OMol25 entry of this formula, charge and spin) comes out at 51.3 kcal per mole.

# 3
Here is an isolated molecule of C2H3F3O at a distorted geometry from the Open Molecules 2025 dataset. Energies are from wB97M-V/def2-TZVPD.

Last column: Löwdin charge in e.
Geometry (Å):
F 1.436 -1.878 -1.296  -0.0503
O 0.261 -1.520 -0.591  -0.0838
C 0.235 -2.179 0.610  -0.0616
C -0.740 -0.797 1.440  -0.2622
F -0.761 -0.847 2.839  -0.0081
F -0.262 0.391 1.153  0.1034
H 1.167 -2.383 1.146  0.1156
H -0.379 -3.083 0.599  0.1023
H -1.808 -0.999 1.235  0.1447

The calculated total energy comes out at -12317.46518 eV. The spin multiplicity is 1. As for the net charge: 0. Its SMILES is FOCC(F)F. The relative energy (zero: lowest compared OMol25 entry of this formula, charge and spin) comes out at 122.5 kcal per mole.

# 4
Here is a cluster of 2 separate species, C2H3F3Si in total at a distorted geometry from the Open Molecules 2025 dataset. Energies are from wB97M-V/def2-TZVPD.

Last column: Löwdin charge in e.
Geometry (Å):
F -0.918 -0.595 1.451  -0.0949
Si -1.892 0.024 0.387  0.3003
F -1.020 0.024 -0.931  -0.1123
F -2.157 1.517 0.867  -0.0931
H -2.946 -0.816 0.234  -0.0055
C 1.881 -0.317 -0.872  -0.0100
C 2.547 0.299 -0.086  -0.0085
H 0.998 -0.527 -1.437  0.0046
H 3.507 0.391 0.387  0.0193

The calculated total energy comes out at -18155.34693 eV. The spin multiplicity is 1. As for the net charge: 0. Its SMILES is F[SiH](F)F.C#C. The relative energy (zero: lowest compared OMol25 entry of this formula, charge and spin) comes out at 47.5 kcal per mole.

# 5
Here is a structure of composition C2H3FHgNaO at a distorted geometry from the Open Molecules 2025 dataset. Energies are from wB97M-V/def2-TZVPD.

Last column: Löwdin spin population.
Geometry (Å):
O -1.122 0.545 -0.181  0.5318
C -0.333 -0.511 -0.066  0.5200
C 0.993 -0.380 0.504  0.1363
Hg -3.410 0.560 -0.491  0.6347
H -0.607 -1.443 -0.581  0.0288
F 1.860 0.504 -0.385  0.0848
H 1.117 0.114 1.475  0.0127
Na 0.353 2.134 -0.824  0.0384
H 1.149 -1.522 0.550  0.0127

The calculated total energy comes out at -15470.09876 eV. The spin multiplicity is 3. As for the net charge: +1. The relative energy (zero: lowest compared OMol25 entry of this formula, charge and spin) comes out at 0.0 kcal per mole.

# 6
Here is a structure of composition C2H3FHgO2 at a distorted geometry from the Open Molecules 2025 dataset. Energies are from wB97M-V/def2-TZVPD.

Last column: Löwdin spin population.
Geometry (Å):
C -0.166 0.159 0.463  0.1066
C -0.073 0.825 -0.861  0.0181
O 1.127 0.227 -1.142  0.1538
F 1.883 -0.244 1.648  0.1175
H 0.009 1.918 -0.637  0.0035
H -0.949 0.604 -1.516  0.0036
Hg 1.380 -1.720 -0.110  0.5834
O -1.456 -0.753 0.639  0.0125
H -1.754 -1.015 1.516  0.0009

The calculated total energy comes out at -13104.46600 eV. The spin multiplicity is 2. As for the net charge: -1. The relative energy (zero: lowest compared OMol25 entry of this formula, charge and spin) comes out at 49.7 kcal per mole.

# 7
Here is a structure of composition C2H3FKO2 at a distorted geometry from the Open Molecules 2025 dataset. Energies are from wB97M-V/def2-TZVPD.

Last column: Löwdin charge in e.
Geometry (Å):
H -2.103 -1.168 -0.740  0.0971
C -0.315 0.164 -0.023  -0.4429
C -1.628 0.350 0.326  -0.2666
O -2.498 -0.703 0.063  -0.1485
O 0.596 1.084 -0.180  -0.3831
H 0.031 -0.887 0.126  0.0967
F 4.971 -0.684 -0.019  -0.9108
H -2.078 1.345 0.420  0.0812
K 3.025 0.499 0.026  0.8770

The calculated total energy comes out at -25260.91352 eV. The spin multiplicity is 1. As for the net charge: -1. The relative energy (zero: lowest compared OMol25 entry of this formula, charge and spin) comes out at 0.0 kcal per mole.

# 8
Here is an isolated molecule of C2H3FNOP at a distorted geometry from the Open Molecules 2025 dataset. Energies are from wB97M-V/def2-TZVPD.

Last column: Löwdin charge in e.
Geometry (Å):
O 1.620 -1.506 -0.434  0.0600
C 1.126 -0.497 -0.868  -0.2921
C 0.318 0.548 -0.134  -0.3463
N -0.603 -0.162 0.649  -0.3099
P -2.074 0.265 0.861  0.8841
F -2.465 -0.610 2.178  -0.3726
H 1.148 -0.269 -1.963  0.1155
H -0.237 1.145 -0.848  0.0780
H 1.167 1.085 0.559  0.1833

The calculated total energy comes out at -17665.54221 eV. The spin multiplicity is 1. As for the net charge: 0. Its SMILES is O=CC/N=P/F. The relative energy (zero: lowest compared OMol25 entry of this formula, charge and spin) comes out at 35.5 kcal per mole.

# 9
Here is an isolated molecule of C2H3FO2 at a distorted geometry from the Open Molecules 2025 dataset. Energies are from wB97M-V/def2-TZVPD.

Last column: Löwdin charge in e.
Geometry (Å):
O 1.413 -1.259 0.170  0.1684
C 0.952 -0.149 0.166  -0.3559
F 1.696 0.984 -0.147  0.0468
C -0.495 0.368 0.197  -0.1384
O -1.396 -0.652 -0.223  -0.0183
H -0.825 0.550 1.144  0.1034
H -0.457 1.246 -0.410  0.1195
H -0.889 -1.087 -0.897  0.0745

The calculated total energy comes out at -8934.52113 eV. The spin multiplicity is 1. As for the net charge: 0. Its SMILES is O=C(F)CO. The relative energy (zero: lowest compared OMol25 entry of this formula, charge and spin) comes out at 10.9 kcal per mole.

# 10
Here is a structure of composition C2H3FO2Rb at a distorted geometry from the Open Molecules 2025 dataset. Energies are from wB97M-V/def2-TZVPD.

Last column: Löwdin charge in e.
Geometry (Å):
F -1.523 -1.277 -0.123  -0.0823
H 0.139 -1.802 0.195  0.2445
O 0.416 -0.869 0.745  -0.1041
C -0.639 -0.097 0.390  -0.2615
C -0.311 0.890 -0.737  -0.1377
O 0.829 1.250 -0.910  0.0043
Rb 3.291 0.370 0.618  1.0149
H -1.076 0.403 1.268  0.1684
H -1.127 1.132 -1.445  0.1535

The calculated total energy comes out at -9583.52847 eV. The spin multiplicity is 1. As for the net charge: +1. The relative energy (zero: lowest compared OMol25 entry of this formula, charge and spin) comes out at 12.1 kcal per mole.

# 11
Here is a structure of composition C2H3FOSm at a distorted geometry from the Open Molecules 2025 dataset. Energies are from wB97M-V/def2-TZVPD.

Last column: Löwdin spin population.
Geometry (Å):
H -0.147 0.116 -1.552  0.0004
O 1.161 -0.379 0.070  -0.0255
C -0.178 -0.377 0.489  -0.0003
C -0.872 0.315 -0.642  -0.0001
Sm 3.105 0.800 -0.009  6.0256
H -0.431 0.120 1.447  0.0001
H -0.546 -1.425 0.540  0.0000
F -2.091 0.830 -0.343  -0.0002

The calculated total energy comes out at -24770.53294 eV. The spin multiplicity is 7. As for the net charge: +2. The relative energy (zero: lowest compared OMol25 entry of this formula, charge and spin) comes out at 0.0 kcal per mole.

# 12
Here is a cluster of 2 separate species, C2H3FS2 in total at a distorted geometry from the Open Molecules 2025 dataset. Energies are from wB97M-V/def2-TZVPD.

Last column: Löwdin charge in e.
Geometry (Å):
C -1.552 1.641 -0.054  -0.0940
C -1.203 0.842 -0.869  -0.0926
F 1.836 -2.797 2.344  -0.5147
S 0.468 -0.114 1.674  0.1412
S 1.127 -1.303 2.998  0.4488
H -2.003 2.262 0.798  0.0701
H 2.385 -0.493 3.188  -0.0119
H -0.844 0.392 -1.823  0.0531

The calculated total energy comes out at -26506.28510 eV. The spin multiplicity is 1. As for the net charge: 0. The relative energy (zero: lowest compared OMol25 entry of this formula, charge and spin) comes out at 82.3 kcal per mole.

- calculated total energy of number 7 (C2H3FKO2)?
  -25260.91352 eV

- Which formula does entry 9 have?
  C2H3FO2